# C12H33BBeF4NO8

C12H33BBeF4NO8 as an isolated structure (ωB97M-V with the def2-TZVPD basis set, OMol25).

Calculated values
Charge   +1
Frontier orbital gap   2.65 eV
Energy above the lowest of the compared OMol25 structures with the same formula, charge and spin   867.2 kJ/mol

Element x y z (Å)
1 Be -0.22522 -0.70552 0.54425
2 B -4.24190 -3.19693 2.03408
3 F -3.57339 -4.19566 1.37414
4 F -3.35310 -2.23826 2.40183
5 F -5.14172 -2.68490 1.11450
6 F -4.73824 -3.65378 3.25745
7 C -0.88780 3.10173 2.31442
8 O -0.05070 2.82358 1.19655
9 C 1.04801 3.70098 1.19918
10 C 2.17531 3.20342 0.32072
11 N 2.62134 1.83631 0.64610
12 C 3.50400 1.42379 -0.45810
13 C 4.12925 0.05694 -0.42061
14 O 2.96034 -0.77105 -0.37900
15 C 3.28288 -2.16087 -0.45097
16 H -1.73555 2.41702 2.29015
17 H -1.34946 4.08383 2.41664
18 H -0.34926 2.78541 3.20774
19 H 1.59289 3.86725 2.12846
20 H 0.78728 4.69331 0.83122
21 H 3.01362 3.89928 0.28730
22 H 1.82365 3.13724 -0.70887
23 H 3.19577 1.95898 1.46773
24 H 4.39179 2.05283 -0.39301
25 H 2.89625 1.54286 -1.35507
26 H 4.62392 -0.10448 0.53717
27 H 4.87590 -0.10515 -1.19800
28 H 2.49733 -2.83118 -0.10212
29 H 4.29069 -2.26006 -0.04775
30 H 3.14014 -2.35803 -1.51344
31 C 1.88799 -2.81326 3.87189
32 C 1.41519 -1.62181 4.73646
33 O 1.03350 -0.48734 3.99483
34 O 0.82165 -3.20006 2.96979
35 H 2.16570 -3.66454 4.49341
36 H 2.79381 -2.57417 3.31474
37 H 2.16184 -1.34934 5.48237
38 H 0.52326 -1.84892 5.32040
39 H 1.31809 0.35328 4.36085
40 H 0.18885 -3.78016 3.39947
41 C -0.52657 -3.00776 -3.93270
42 C 0.22409 -1.71558 -4.27678
43 O -0.20988 -0.64229 -3.42948
44 O -0.38063 -3.27619 -2.48445
45 H 0.02909 -3.88189 -4.27216
46 H -1.59930 -2.91526 -4.10234
47 H -0.13709 -1.31554 -5.22420
48 H 1.29352 -1.77304 -4.47960
49 H -0.32472 0.05361 -4.08074
50 H -0.63891 -4.19317 -2.36593
51 C -3.80870 3.05018 -2.95085
52 C -4.60433 2.05542 -2.11196
53 O -3.87064 1.03203 -1.33473
54 O -4.66771 3.80830 -3.81001
55 H -3.03886 2.59450 -3.57359
56 H -3.21330 3.72798 -2.33914
57 H -5.43556 1.70326 -2.72281
58 H -5.15868 2.65230 -1.38772
59 H -4.57405 0.45062 -1.03676
60 H -4.87176 3.25970 -4.57093



# C12H33FeNO7

C12H33FeNO7 as an isolated structure (ωB97M-V with the def2-TZVPD basis set, OMol25).

Calculated values
Charge   +2
Frontier orbital gap (alpha / beta)   10.33 / 9.93 eV
Energy above the lowest of the compared OMol25 structures with the same formula, charge and spin   0.0 kJ/mol
2S+1   5

Element x y z (Å)
1 Fe 0.02240 -0.84650 0.04827
2 C -0.98473 -2.81510 2.26190
3 O -1.20418 -1.68828 1.43672
4 C -2.60198 -1.52629 1.15872
5 C -2.67312 -0.31182 0.24559
6 N -1.87171 -0.57480 -0.97248
7 C -2.05409 0.42293 -1.92807
8 C -1.59625 1.86644 -1.77493
9 O -0.39929 2.13949 -1.84788
10 C -0.09775 3.43373 -2.25104
11 H -1.24656 -3.72545 1.82568
12 H -1.51100 -2.71391 3.22242
13 H 0.07679 -3.03153 2.42304
14 H -3.23691 -1.30746 2.03684
15 H -2.99140 -2.46021 0.64951
16 H -2.37945 0.61578 0.72249
17 H -3.72391 -0.25338 -0.04889
18 H -2.39146 -1.38712 -1.43811
19 H -3.05601 0.59372 -2.19048
20 H -1.59404 0.02228 -2.87484
21 H -2.01039 2.29079 -0.80277
22 H -2.08001 2.36166 -2.59505
23 H 1.01933 3.63600 -2.28437
24 H -0.56642 4.13122 -1.56609
25 H -0.55035 3.71825 -3.24023
26 C 3.89964 -0.87596 0.95663
27 C 2.74620 -0.49027 1.77477
28 O 1.66101 -1.36293 1.40785
29 H 4.10360 -1.96950 1.15270
30 H 4.80655 -0.45399 1.21742
31 H 3.71316 -0.85114 -0.07942
32 H 2.49266 0.54306 1.71586
33 H 3.08155 -0.62867 2.80998
34 H 1.91047 -2.24394 1.77128
35 C 1.61112 -1.79290 -2.10530
36 C 0.49062 -2.66590 -1.80702
37 O 0.37184 -2.81811 -0.42648
38 O 1.29108 -0.53157 -1.53869
39 H 1.73612 -1.73197 -3.18722
40 H 2.52348 -2.05441 -1.67972
41 H 0.74320 -3.58474 -2.29859
42 H -0.45402 -2.29246 -2.22430
43 H 0.10124 -3.78457 -0.28698
44 H 1.89675 0.17264 -1.89785
45 C 0.27783 3.25398 1.74050
46 C 0.09288 1.85625 1.85465
47 O 0.21881 1.16680 0.59032
48 O -0.62992 3.75038 0.76447
49 H 1.29100 3.42906 1.46252
50 H 0.12682 3.73505 2.76387
51 H -0.83065 1.54667 2.37738
52 H 0.88007 1.55776 2.51952
53 H 0.05606 1.79775 -0.13826
54 H -0.50669 4.73318 0.57413



# C12H33GaN9O18S

C12H33GaN9O18S as an isolated structure (ωB97M-V with the def2-TZVPD basis set, OMol25).

Calculated values
Charge   -1
Frontier orbital gap   6.08 eV

Element x y z (Å)
1 C 3.64169 -0.78923 2.32336
2 C 2.60283 0.40500 2.75095
3 O 1.46655 0.01595 3.38631
4 N 2.77072 1.88674 2.48275
5 Ga 1.08798 2.65861 1.78449
6 S -0.02783 1.11522 0.41200
7 C 3.78086 2.15954 1.37454
8 C 5.40100 2.31566 1.57092
9 O 3.28293 2.23897 0.12347
10 H 4.78994 -0.46606 2.36785
11 H 3.53925 -1.68771 3.09770
12 H 3.40339 -1.17175 1.22754
13 H 1.35496 3.93314 0.82799
14 H 0.10650 3.06529 2.98364
15 H 1.05447 0.33459 -0.09091
16 H 5.92369 1.61354 0.76892
17 H 5.75133 1.91754 2.62831
18 H 5.81370 3.40636 1.47271
19 C 4.08692 -5.08020 -0.20285
20 N 3.82909 -3.64439 0.08944
21 O 4.72808 -3.01163 0.65532
22 O 2.73136 -3.19302 -0.25754
23 H 5.08539 -5.33992 0.15521
24 H 3.32619 -5.66448 0.31882
25 H 4.01814 -5.21383 -1.28434
26 C -2.97142 1.06932 -1.75367
27 N -3.55197 0.69023 -3.07000
28 O -2.83919 0.84432 -4.06850
29 O -4.70697 0.24857 -3.06371
30 H -1.95594 1.43986 -1.90889
31 H -3.60519 1.84898 -1.32622
32 H -2.96416 0.17524 -1.12695
33 C 2.44899 1.29160 6.37052
34 N 3.46262 1.15037 7.45038
35 O 4.65234 1.15207 7.11371
36 O 3.03525 1.04182 8.60567
37 H 2.96410 1.37715 5.41138
38 H 1.81874 0.40021 6.39150
39 H 1.86917 2.19309 6.57869
40 C -1.15532 -1.24306 -6.24299
41 N -0.13440 -2.32141 -6.33440
42 O 0.32175 -2.76052 -5.27238
43 O 0.18024 -2.69668 -7.46988
44 H -1.33405 -1.01400 -5.19029
45 H -0.75999 -0.36979 -6.76583
46 H -2.06702 -1.61132 -6.71776
47 C -5.35532 5.19390 -0.71908
48 N -4.33440 4.11555 -0.81049
49 O -3.87825 3.67644 0.25153
50 O -4.01976 3.74028 -1.94597
51 H -5.53405 5.42295 0.33363
52 H -4.95999 6.06716 -1.24192
53 H -6.26702 4.82563 -1.19385
54 C 0.11709 -5.09361 -2.76230
55 N 0.83881 -5.41538 -1.50172
56 O 1.86388 -6.10039 -1.59540
57 O 0.35586 -4.97109 -0.45363
58 H 0.65109 -5.54612 -3.60056
59 H -0.89063 -5.50578 -2.67949
60 H 0.09477 -4.00642 -2.86092
61 C -5.17677 1.42246 -6.31127
62 N -5.38525 1.22760 -7.77142
63 O -6.35281 1.79982 -8.28638
64 O -4.57156 0.50563 -8.35948
65 H -5.96225 2.07624 -5.92634
66 H -5.22620 0.44003 -5.83732
67 H -4.19427 1.87944 -6.17679
68 C -1.03806 -0.69688 7.13974
69 N -1.29589 0.73893 7.43204
70 O -0.39690 1.37168 7.99792
71 O -2.39362 1.19029 7.08506
72 H -0.03959 -0.95661 7.49780
73 H -1.79879 -1.28116 7.66141
74 H -1.10683 -0.83052 6.05825



# C12H33IN3O3

A 4-piece molecular cluster, C12H33IN3O3 overall (ωB97M-V with the def2-TZVPD basis set, OMol25).

Calculated values
Charge   -1
Frontier orbital gap   7.34 eV
Energy above the lowest of the compared OMol25 structures with the same formula, charge and spin   96.8 kJ/mol

Element x y z (Å)
1 I -1.97562 0.63686 0.43382
2 C -1.24799 -1.94748 -2.97655
3 C -0.70129 -3.09006 -2.13157
4 C 0.52670 -2.65511 -1.38957
5 O 1.16837 -3.86876 -0.96269
6 C 2.45887 -3.61919 -0.38093
7 N -1.69093 -3.60389 -1.22661
8 H -1.49287 -1.07934 -2.34779
9 H -2.16983 -2.24104 -3.45151
10 H -0.49173 -1.52317 -3.67913
11 H -0.38812 -3.94310 -2.75757
12 H 0.29797 -1.90125 -0.65201
13 H 1.28396 -2.24989 -2.05536
14 H 3.19594 -3.15070 -1.04301
15 H 2.83474 -4.57376 -0.01505
16 H 2.31483 -2.98429 0.49421
17 H -1.18606 -3.93623 -0.39998
18 H -2.18756 -2.84268 -0.81115
19 C -1.10983 -1.99115 4.11252
20 C 0.42240 -1.93459 4.11883
21 C 0.75023 -1.04857 2.86369
22 O 2.10682 -1.18213 2.38150
23 C 2.40412 -0.09753 1.40564
24 N 0.98868 -1.48008 5.36373
25 H -1.42523 -2.67715 4.87870
26 H -1.50938 -2.28854 3.17700
27 H -1.55461 -1.05531 4.39863
28 H 0.80574 -2.98761 3.91429
29 H 0.56338 0.01925 3.12141
30 H 0.05474 -1.32099 2.08561
31 H 1.86531 -0.21914 0.46488
32 H 3.46697 -0.10430 1.18748
33 H 2.21978 0.84662 1.86881
34 H 0.85576 -0.50503 5.47256
35 H 1.97358 -1.62622 5.40043
36 C -1.70191 3.17315 -3.05543
37 C -1.48106 3.80891 -1.69668
38 C -0.59242 5.11086 -1.73188
39 O 0.73167 4.89994 -2.23674
40 C 1.51753 4.07388 -1.43759
41 N -2.77615 4.26632 -1.15976
42 H -1.96145 2.17043 -2.94913
43 H -0.83922 3.24444 -3.69370
44 H -2.56122 3.69973 -3.51333
45 H -1.05952 3.07511 -1.00873
46 H -0.47129 5.49445 -0.67905
47 H -1.05866 5.89896 -2.34104
48 H 1.21177 3.00561 -1.34799
49 H 1.40656 4.43168 -0.42249
50 H 2.54463 4.07019 -1.77405
51 H -2.77864 4.09274 -0.14084
52 H -3.55844 3.70914 -1.67483